1.
ORCA calculation (ωB97M-V/def2-TZVPD) on a 2-piece molecular cluster, C5H11N2 overall in a non-equilibrium geometry.

The geometry in ORCA input format:
```
! RIJCOSX wB97M-V def2-TZVPD def2/J DEFGRID3
* xyz 1 3
C -2.71 0.72 1.26
C 0.11 2.43 -0.07
C -1.37 0.85 1.40
C -0.57 1.49 0.47
C 1.35 -0.76 -0.70
N 1.67 -1.29 0.58
N -0.07 -0.45 -0.75
H -3.30 0.24 2.03
H -3.24 1.09 0.40
H 0.75 2.34 -0.93
H 0.04 3.43 0.35
H -0.86 0.43 2.26
H 1.91 0.17 -0.85
H 1.60 -1.43 -1.55
H 2.66 -1.25 0.79
H 1.34 -2.24 0.70
H -0.39 -0.20 -1.67
H -0.63 -1.19 -0.34
*
```

Computed properties:
**Expectation value of S²**: 2.01
**HOMO-LUMO gap (spin up / spin down)**: 8.44 / 5.98 eV
**LUMO (spin up / spin down)**: -2.910 / -8.175 eV
**Calculated total energy**: -306.166585 hartree
**Relative energy (zero: lowest compared OMol25 entry of this formula, charge and spin)**: 45.2 kcal/mol

=====

2.
ORCA calculation (ωB97M-V/def2-TZVPD) on a 8-piece molecular cluster, C25H58BrClIN3O10PS7 overall in a non-equilibrium geometry.

The geometry in ORCA input format:
```
! RIJCOSX wB97M-V def2-TZVPD def2/J DEFGRID3
* xyz 1 1
C -3.88 2.27 2.29
C -3.33 3.28 1.30
N -2.79 4.38 1.64
C -3.42 2.93 -0.17
N -3.36 1.46 -0.36
N -4.52 0.89 -0.57
C -4.53 -0.40 -0.71
Cl -6.01 -1.14 -1.00
C -3.35 -1.15 -0.63
Br -3.44 -3.00 -0.83
C -2.15 -0.55 -0.44
C -0.84 -1.27 -0.35
C -0.44 -1.46 1.14
C 1.00 -0.99 1.44
I -0.79 -3.47 1.82
C -2.19 0.85 -0.29
C -0.93 1.60 -0.07
P -0.26 2.11 -1.70
O -0.41 3.53 -1.93
O -0.95 1.21 -2.82
O 1.27 1.69 -1.72
H -3.26 1.38 2.27
H -3.93 2.68 3.29
H -4.89 1.97 2.01
H -2.81 4.45 2.65
H -2.65 3.42 -0.76
H -4.37 3.27 -0.55
H -0.10 -0.60 -0.77
H -0.86 -2.19 -0.91
H -1.08 -0.85 1.76
H 1.58 -0.84 0.54
H 1.49 -1.73 2.05
H 0.95 -0.08 2.03
H -0.20 0.98 0.42
H -1.07 2.51 0.50
H -0.44 0.39 -2.92
H 1.72 2.23 -2.38
C 0.91 7.36 3.98
S -0.13 5.92 3.74
O -0.19 5.19 5.03
C 1.02 5.03 2.68
H 0.39 8.04 4.65
H 1.86 7.06 4.41
H 1.07 7.86 3.02
H 1.96 4.88 3.20
H 1.17 5.60 1.76
H 0.58 4.06 2.44
C 3.98 -4.57 0.03
S 3.48 -2.94 -0.51
O 2.00 -2.96 -0.65
C 4.17 -3.06 -2.16
H 3.61 -4.72 1.05
H 3.55 -5.32 -0.63
H 5.07 -4.64 0.03
H 3.73 -3.91 -2.68
H 5.25 -3.17 -2.10
H 3.93 -2.14 -2.69
C 5.04 5.18 -3.95
S 5.21 4.40 -2.34
O 5.01 2.94 -2.54
C 3.66 5.04 -1.68
H 5.89 4.89 -4.57
H 4.12 4.83 -4.42
H 5.03 6.26 -3.83
H 2.83 4.73 -2.31
H 3.71 6.13 -1.63
H 3.54 4.64 -0.68
C -3.77 -4.74 -6.02
S -3.32 -5.53 -4.47
O -3.38 -6.99 -4.68
C -4.81 -5.06 -3.58
H -2.99 -4.95 -6.75
H -4.72 -5.16 -6.38
H -3.86 -3.67 -5.88
H -5.69 -5.44 -4.10
H -4.86 -3.97 -3.51
H -4.75 -5.49 -2.58
C -2.56 -2.92 5.92
S -1.27 -1.79 6.47
O -0.36 -1.58 5.31
C -0.48 -2.96 7.57
H -3.17 -2.40 5.18
H -2.10 -3.80 5.47
H -3.18 -3.20 6.77
H -0.18 -3.85 7.01
H -1.17 -3.23 8.37
H 0.40 -2.48 8.00
C 1.03 4.85 -7.85
S 1.57 4.59 -6.16
O 3.06 4.64 -6.14
C 1.13 2.85 -6.07
H 1.26 5.88 -8.12
H 1.56 4.17 -8.51
H -0.05 4.69 -7.91
H 1.65 2.29 -6.86
H 0.06 2.74 -6.18
H 1.44 2.47 -5.10
C 2.29 -6.14 6.12
S 1.21 -5.33 4.93
O -0.19 -5.61 5.35
C 1.58 -6.44 3.56
H 2.18 -5.63 7.07
H 2.00 -7.19 6.23
H 3.32 -6.07 5.78
H 1.34 -7.46 3.84
H 2.64 -6.35 3.30
H 0.97 -6.14 2.71
*
```

Computed properties:
**HOMO-LUMO gap**: 6.04 eV
**LUMO**: -4.281 eV
**Calculated total energy**: -8364.223278 hartree
**Relative energy (zero: lowest compared OMol25 entry of this formula, charge and spin)**: 0.0 kcal/mol

=====

3.
ORCA calculation (ωB97M-V/def2-TZVPD) on a 2-piece molecular cluster, C5H6O2 overall in a non-equilibrium geometry.

The geometry in ORCA input format:
```
! RIJCOSX wB97M-V def2-TZVPD def2/J DEFGRID3
* xyz 0 1
C 1.75 0.81 -0.33
C 0.63 0.84 0.12
C -0.71 0.78 0.62
C -1.75 0.23 -0.33
H 2.69 1.00 -0.77
H -0.78 0.33 1.61
H -0.76 1.89 0.78
H -1.54 -0.82 -0.51
H -2.77 0.30 0.06
H -1.71 0.75 -1.28
O 0.59 -2.14 0.48
C 1.65 -1.98 0.00
O 2.72 -2.01 -0.46
*
```

Computed properties:
**HOMO-LUMO gap**: 10.77 eV
**LUMO**: 0.764 eV
**Calculated total energy**: -344.557790 hartree
**Relative energy (zero: lowest compared OMol25 entry of this formula, charge and spin)**: 27.7 kcal/mol

=====

4.
ORCA calculation (ωB97M-V/def2-TZVPD) on one molecule with the formula C4H8N4 in a non-equilibrium geometry.

The geometry in ORCA input format:
```
! RIJCOSX wB97M-V def2-TZVPD def2/J DEFGRID3
* xyz 0 1
C -2.95 -1.60 -0.79
N -1.93 -0.88 -0.50
N -1.11 -0.45 -1.53
C 0.13 0.05 -1.25
C 0.55 0.18 0.03
N 1.77 0.85 0.08
N 2.32 1.14 1.17
C 1.57 0.90 2.44
H -3.63 -1.78 0.07
H -3.24 -1.89 -1.79
H -1.33 -0.75 -2.41
H 0.75 0.35 -2.13
H 0.04 -0.27 0.92
H 0.55 1.37 2.25
H 2.20 1.44 3.20
H 1.49 -0.16 2.80
*
```

Computed properties:
**HOMO-LUMO gap**: 8.62 eV
**LUMO**: 0.479 eV
**Calculated total energy**: -376.098321 hartree
**Relative energy (zero: lowest compared OMol25 entry of this formula, charge and spin)**: 94.2 kcal/mol

=====

5.
ORCA calculation (ωB97M-V/def2-TZVPD) on C41H51BrN5O9P2Rb as an isolated structure in a non-equilibrium geometry.

The geometry in ORCA input format:
```
! RIJCOSX wB97M-V def2-TZVPD def2/J DEFGRID3
* xyz 0 1
Rb 0.04 -0.43 -0.01
C 2.32 1.89 1.98
O 0.95 1.63 1.80
C 0.10 2.26 2.66
C 0.56 3.07 3.69
C -0.33 3.75 4.52
C -1.69 3.63 4.30
C -2.15 2.81 3.29
C -1.28 2.08 2.46
N -1.74 1.24 1.42
N -3.00 1.06 1.50
C -3.77 0.45 0.57
C -3.33 -0.09 -0.70
O -2.14 -0.20 -1.06
C -4.38 -0.51 -1.62
C -5.70 -0.41 -1.33
C -6.15 0.08 -0.07
C -7.52 0.17 0.23
C -7.96 0.63 1.44
C -7.01 0.99 2.41
C -5.67 0.91 2.14
C -5.19 0.48 0.89
H 2.55 2.95 1.89
H 2.84 1.36 1.18
H 2.69 1.51 2.94
H 1.62 3.19 3.86
H 0.06 4.37 5.31
H -2.39 4.17 4.92
H -3.21 2.72 3.10
H -4.04 -0.93 -2.56
H -6.44 -0.73 -2.05
H -8.24 -0.14 -0.53
H -9.01 0.70 1.66
H -7.35 1.34 3.38
H -4.94 1.17 2.90
O -1.72 4.51 -5.18
C -1.61 3.98 -3.94
C -2.71 3.64 -3.16
C -2.48 3.09 -1.91
N -1.27 2.88 -1.42
C -0.25 3.20 -2.18
Br 1.46 2.84 -1.43
C -0.33 3.76 -3.44
H -2.65 4.59 -5.42
H -3.71 3.81 -3.52
H -3.31 2.80 -1.27
H 0.55 4.02 -4.01
C 2.00 -4.43 3.08
C 2.28 -4.26 1.60
C 2.71 -5.55 0.93
O 3.36 -3.30 1.39
P 3.02 -1.74 1.44
O 1.60 -1.42 1.53
C 3.84 -1.14 -0.07
P 2.93 -1.80 -1.50
O 1.48 -1.87 -1.41
O 3.54 -0.83 -2.60
C 3.07 -0.88 -3.97
C 4.29 -0.70 -4.87
C 2.03 0.20 -4.19
O 3.50 -3.25 -1.82
C 4.87 -3.50 -2.19
C 5.57 -4.29 -1.08
C 4.87 -4.27 -3.50
O 3.78 -1.09 2.67
C 5.05 -1.39 3.30
C 6.17 -1.55 2.29
C 4.91 -2.61 4.20
H 1.09 -5.01 3.23
H 1.87 -3.46 3.55
H 2.83 -4.95 3.57
H 1.38 -3.87 1.11
H 3.65 -5.90 1.36
H 2.84 -5.40 -0.14
H 1.95 -6.31 1.09
H 4.88 -1.44 -0.12
H 3.77 -0.05 -0.11
H 2.62 -1.87 -4.15
H 4.74 0.27 -4.67
H 3.99 -0.75 -5.92
H 5.03 -1.47 -4.68
H 2.45 1.17 -3.95
H 1.16 0.02 -3.56
H 1.71 0.19 -5.24
H 5.38 -2.54 -2.34
H 5.20 -5.31 -1.06
H 5.38 -3.84 -0.11
H 6.64 -4.31 -1.26
H 4.34 -5.22 -3.36
H 5.89 -4.48 -3.81
H 4.36 -3.71 -4.28
H 5.23 -0.51 3.91
H 5.99 -2.44 1.67
H 7.12 -1.69 2.82
H 6.25 -0.67 1.66
H 4.77 -3.50 3.60
H 4.06 -2.48 4.87
H 5.81 -2.72 4.81
N -6.32 -3.35 1.28
C -5.25 -3.17 1.67
C -3.93 -2.99 2.17
C -3.66 -3.06 3.53
C -2.37 -2.87 3.97
C -1.38 -2.61 3.03
N -1.62 -2.57 1.72
C -2.86 -2.74 1.30
H -4.47 -3.26 4.23
H -2.12 -2.90 5.02
H -0.36 -2.41 3.32
H -3.03 -2.69 0.23
*
```

Computed properties:
**HOMO-LUMO gap**: 5.97 eV
**LUMO**: -0.017 eV
**Calculated total energy**: -5824.885692 hartree
**Relative energy (zero: lowest compared OMol25 entry of this formula, charge and spin)**: 34.1 kcal/mol

=====

6.
ORCA calculation (ωB97M-V/def2-TZVPD) on a 2-piece molecular cluster, C32H49BBr2FN3O5P2S overall in a non-equilibrium geometry.

The geometry in ORCA input format:
```
! RIJCOSX wB97M-V def2-TZVPD def2/J DEFGRID3
* xyz 0 1
C -6.93 3.30 -4.08
C -6.31 2.87 -2.60
P -5.57 1.11 -2.54
C -4.68 0.89 -4.24
C -5.24 -0.44 -5.09
C -4.27 0.91 -1.14
C -4.01 2.03 0.07
F -4.83 3.27 0.17
C -2.84 1.85 1.24
C -2.65 3.01 2.39
C -3.53 2.79 3.75
C -4.75 3.93 3.73
O -2.67 3.13 4.91
C -1.88 0.51 1.24
C -2.12 -0.66 0.08
C -3.29 -0.45 -1.07
S -3.52 -1.83 -2.37
C -1.12 -1.99 0.14
O -1.55 -3.25 -0.11
C 0.45 -1.65 0.60
C 1.71 -2.43 -0.10
C 1.45 -3.59 -1.25
C 1.51 -5.12 -0.62
O 2.88 -5.63 -0.78
C 0.51 -6.03 -1.60
N -0.02 -7.17 -0.70
C 3.25 -2.00 0.39
N 4.38 -2.75 -0.28
C 3.57 -0.85 1.51
P 5.28 -0.26 2.11
C 6.74 -1.19 1.30
C 6.83 -0.62 -0.27
C 5.60 1.59 1.74
C 4.69 2.22 0.54
C 2.23 -0.13 2.21
B 2.44 1.01 3.41
O 2.58 2.48 3.11
N 2.44 0.47 4.84
C 3.81 0.00 5.28
C 2.08 1.57 5.85
C 0.68 -0.48 1.77
C -0.68 0.20 2.36
O -0.94 0.50 3.64
H -7.70 4.18 -4.03
H -6.03 3.70 -4.75
H -7.34 2.33 -4.59
H -7.14 3.09 -1.80
H -5.42 3.63 -2.41
H -3.56 0.65 -3.99
H -4.70 1.84 -4.91
H -6.03 -0.15 -5.91
H -5.68 -1.18 -4.28
H -4.27 -0.91 -5.58
H -1.51 3.05 2.72
H -2.90 4.06 1.92
H -3.93 1.70 3.92
H -4.53 4.80 4.49
H -4.91 4.42 2.68
H -5.75 3.39 4.03
H -3.10 2.75 5.76
H -4.76 -2.47 -2.18
H 0.44 -3.39 -1.82
H 2.32 -3.51 -2.02
H 1.16 -5.13 0.50
H 3.24 -5.97 0.10
H 1.09 -6.45 -2.55
H -0.42 -5.42 -1.98
H 0.71 -7.23 0.07
H 0.00 -8.01 -1.31
H 4.27 -2.83 -1.31
H 4.43 -3.71 0.17
H 7.80 -0.95 1.77
H 6.64 -2.36 1.26
H 7.29 0.48 -0.31
H 5.71 -0.49 -0.66
H 7.41 -1.36 -0.98
H 6.78 1.68 1.53
H 5.39 2.17 2.76
H 4.00 1.45 0.00
H 4.07 3.12 1.02
H 5.45 2.70 -0.24
H 1.72 2.95 3.38
H 4.64 0.79 4.95
H 4.14 -1.01 4.74
H 3.87 -0.13 6.46
H 1.20 2.26 5.50
H 1.78 1.00 6.84
H 3.07 2.17 6.12
Br -0.87 2.99 -5.63
C 0.38 1.50 -5.67
C -0.34 0.18 -5.69
Br -1.02 -0.28 -3.92
H 1.05 1.62 -4.81
H 0.96 1.64 -6.59
H 0.34 -0.63 -5.95
H -1.20 0.16 -6.37
*
```

Computed properties:
**HOMO-LUMO gap**: 6.07 eV
**LUMO**: -1.453 eV
**Calculated total energy**: -8141.907546 hartree